Entry 1:
The following is a quantum chemistry calculation of a 2-piece molecular cluster, C6H15NO2 overall in a non-equilibrium geometry, from OMol25.

Summary:
- SMILES string = CC(=O)[C@@H](C)N.CCO
- Kohn-Sham gap (eV) = 9.26
- ΔE to the lowest compared entry with this formula, charge and spin (kcal per mole) = 65.7
- LUMO energy (eV) = 0.78
- HOMO level (Ha) = -0.3114

```
24
Properties=species:S:1:pos:R:3:forces:R:3:lowdin_charge:R:1
C -0.81798 -1.50829 0.44599 1.12 -0.42 -0.23 -0.022
C -0.51799 -0.04134 0.59389 -4.02 1.77 0.20 -0.452
O -0.37512 0.49956 1.67981 0.59 -0.52 -0.73 0.026
C -1.26829 0.98585 -0.61897 1.23 -1.22 1.27 -0.369
C -2.77182 0.79644 -0.48919 0.12 -0.18 -0.02 -0.074
N -0.91843 2.34611 -0.35442 0.04 0.27 -0.05 0.028
H -0.47000 -2.06614 1.31504 0.02 0.06 0.06 0.086
H -1.88032 -1.70274 0.32059 -0.08 0.35 0.04 0.079
H -0.30854 -1.88555 -0.44173 -0.08 -0.11 -0.04 0.075
H -0.92524 0.68434 -1.61182 0.04 0.02 0.07 0.132
H -3.08493 0.96838 0.54073 -0.07 0.02 0.04 0.087
H -3.28823 1.50553 -1.13628 0.07 0.06 0.04 0.079
H -3.07709 -0.20379 -0.78828 -0.03 -0.07 0.04 0.066
H 0.05398 2.53217 -0.57175 -0.04 0.01 0.07 0.073
H -1.05838 2.54401 0.63484 0.12 -0.04 -0.14 0.079
C 2.69194 -0.63945 0.88699 -0.78 -0.14 -0.06 -0.065
C 1.99036 -0.22125 -0.38552 -2.19 1.79 -0.68 -0.316
O 1.80404 -1.22289 -1.35098 0.13 -0.57 -0.25 -0.076
H 2.15249 -1.45028 1.37784 -0.12 0.01 0.09 0.076
H 3.69682 -1.01276 0.67836 0.04 0.22 -0.12 0.082
H 2.73550 0.20131 1.57659 0.10 -0.02 0.03 0.085
H 2.51511 0.61633 -0.85894 0.20 -0.07 0.07 0.112
H 0.82136 0.29522 -0.30414 3.58 -1.39 0.19 0.118
H 2.30075 -2.02076 -1.13863 0.03 0.17 0.12 0.092
```
Positions in Å, forces in eV/Å.

Entry 2:
The following is a quantum chemistry calculation of a 2-piece molecular cluster, C6H15NO3 overall in a non-equilibrium geometry, from OMol25.

Summary:
- SMILES string = CC(C)(C)O.NC(=O)CO
- Kohn-Sham gap (eV) = 9.23
- ΔE to the lowest compared entry with this formula, charge and spin (kcal per mole) = 48.1
- LUMO energy (eV) = 0.69
- HOMO level (Ha) = -0.3137

```
25
Properties=species:S:1:pos:R:3:forces:R:3:lowdin_charge:R:1
C -0.44943 -1.59555 -0.70536 0.17 0.22 -0.03 -0.023
C 0.19256 -0.35399 -1.32585 -0.25 -0.21 -0.23 -0.614
C 1.41619 -0.71643 -2.15966 -0.13 0.17 0.23 -0.021
C -0.83039 0.43832 -2.13576 0.22 -0.08 0.09 -0.022
O 0.67815 0.52929 -0.27210 -1.90 0.87 1.01 -0.051
H 0.28168 -2.15015 -0.11678 0.02 -0.01 0.03 0.092
H -0.82501 -2.24892 -1.49160 -0.02 -0.02 -0.03 0.093
H -1.28267 -1.31241 -0.06170 -0.04 0.00 0.03 0.081
H 2.15630 -1.22748 -1.54519 0.03 -0.04 0.02 0.091
H 1.86981 0.18205 -2.57448 0.03 0.04 -0.03 0.089
H 1.12869 -1.37442 -2.97760 -0.03 -0.02 -0.02 0.091
H -1.68671 0.69879 -1.51331 -0.06 0.00 0.02 0.089
H -0.38209 1.35474 -2.51799 0.02 0.02 -0.02 0.090
H -1.18186 -0.15566 -2.97795 -0.04 -0.02 -0.02 0.091
H -0.12573 0.80406 0.34252 1.93 -0.69 -2.07 0.120
N -0.53423 2.17053 2.37636 0.15 0.08 -0.48 0.154
C -0.90616 0.92464 1.99124 0.58 -1.76 3.00 -0.512
O -2.06532 0.60015 1.79305 0.42 0.18 -0.61 0.018
C 0.34274 -0.33877 2.48592 -2.72 1.69 -1.08 -0.219
O 1.53355 -0.15227 1.93056 0.97 0.63 -2.62 -0.153
H -1.22005 2.90723 2.45656 0.07 -0.03 -0.17 0.111
H 0.44347 2.38219 2.48573 -0.02 -0.02 0.08 0.105
H 0.33907 -0.20625 3.57299 -0.03 -0.10 -0.11 0.107
H -0.22498 -1.21932 2.16397 0.08 -0.14 0.20 0.088
H 1.33243 0.05963 0.77643 0.58 -0.75 2.81 0.105
```
Positions in Å, forces in eV/Å.

Entry 3:
The following is a quantum chemistry calculation of a 3-piece molecular cluster, C6H15NO4P overall in a non-equilibrium geometry, from OMol25.

Summary:
- net charge = -1
- Kohn-Sham gap (eV) = 8.11
- ΔE to the lowest compared entry with this formula, charge and spin (kcal per mole) = 20.3
- LUMO energy (eV) = 3.47
- HOMO level (Ha) = -0.1706

```
27
Properties=species:S:1:pos:R:3:forces:R:3:lowdin_charge:R:1
C 0.21539 0.66427 -2.29263 0.07 -0.15 0.24 -0.028
C -1.87511 2.08068 -2.28839 -0.33 0.15 0.22 -0.065
C 1.48015 -0.98909 1.02022 -0.37 -0.25 0.03 -0.026
C 0.65187 -3.05583 2.22757 -0.23 0.40 -0.32 -0.039
C -1.14418 0.92584 -1.69749 0.09 -0.24 -0.40 -0.534
C 0.24047 -1.76592 1.50785 0.48 -0.12 0.08 -0.718
N -0.58914 -0.97357 2.40956 -0.22 0.03 0.16 0.081
O 1.50378 3.31224 0.62455 -0.12 -0.38 0.71 -0.574
O 0.26630 3.95203 -1.43083 -0.59 -0.04 0.02 -0.569
O -1.58349 0.24546 -0.78813 -0.10 -0.03 0.05 0.015
O -0.54085 -2.15404 0.40606 -0.24 0.06 -0.18 -0.038
P 0.17170 3.33597 -0.05405 1.13 0.80 -0.27 0.466
H 0.90894 1.35678 -1.80853 0.06 0.02 -0.11 0.063
H 0.53990 -0.35531 -2.09483 -0.04 -0.04 0.04 0.077
H 0.23138 0.87582 -3.35869 0.00 0.05 -0.07 0.079
H -1.97358 1.97893 -3.36627 0.02 -0.13 -0.16 0.080
H -1.25677 2.97080 -2.09819 -0.09 -0.04 -0.19 0.017
H -2.84857 2.20866 -1.82469 -0.10 -0.07 0.03 0.081
H 2.16164 -0.79050 1.84483 0.08 0.08 0.08 0.076
H 1.17473 -0.03928 0.58507 0.01 0.12 0.00 0.063
H 2.00036 -1.57067 0.26092 0.09 -0.05 -0.04 0.077
H 1.27906 -3.65152 1.57190 0.15 -0.11 -0.05 0.074
H 1.19058 -2.82716 3.14329 0.10 0.01 0.11 0.073
H -0.24681 -3.61655 2.46570 -0.09 -0.05 0.07 0.075
H -0.01494 -0.56013 3.13656 -0.01 0.07 -0.06 0.074
H -1.00758 -0.20819 1.88596 0.10 0.04 0.07 0.071
H -0.93524 -1.34972 0.01268 0.17 -0.14 -0.07 0.048
```
Positions in Å, forces in eV/Å.

Entry 4:
The following is a quantum chemistry calculation of a 2-piece molecular cluster, C6H15NP overall in a non-equilibrium geometry, from OMol25.

Summary:
- net charge = +1
- Kohn-Sham gap (alpha / beta) (eV) = 7.04 / 7.37
- ΔE to the lowest compared entry with this formula, charge and spin (kcal per mole) = 68.1
- LUMO energy (alpha / beta) (eV) = -6.96 / -6.80
- HOMO level (alpha / beta) (Ha) = -0.5142 / -0.5209

```
23
Properties=species:S:1:pos:R:3:forces:R:3:lowdin_charge:R:1
C -0.04445 1.41285 0.05084 1.19 -1.26 -0.66 -0.354
C 1.20324 2.23572 -0.09320 0.74 -2.39 0.07 -0.018
C -1.33949 1.99446 -0.34361 -0.89 0.66 -0.69 -0.003
C -0.42154 -2.05531 1.30814 1.90 2.27 0.41 -0.059
C -1.06873 -1.34456 -1.12281 0.05 -0.83 0.55 -0.055
C -0.78987 -0.91123 0.29335 -0.38 0.49 2.44 -0.514
N 0.16246 0.17992 0.35580 1.33 -0.53 -1.08 0.072
P 2.55458 -1.06518 -0.53227 -0.04 0.72 2.41 0.933
H 1.99218 1.51694 0.22150 -0.19 1.06 -0.23 0.030
H 1.21143 3.06426 0.52009 -0.11 1.77 1.70 0.067
H 1.44108 2.63850 -1.05844 -0.33 -0.21 -0.87 0.097
H -1.48504 2.94085 0.21146 -0.34 -0.64 0.06 0.112
H -2.22269 1.29747 -0.35257 0.97 0.93 0.25 0.106
H -1.17395 2.39354 -1.37839 -0.20 -0.54 0.57 0.123
H 0.37949 -2.74675 0.94606 -0.59 0.58 0.08 0.052
H -0.04803 -1.58126 2.34666 -1.27 -1.25 -2.31 0.136
H -1.35058 -2.55509 1.31611 -0.78 -1.19 0.95 0.056
H -0.36933 -2.17817 -1.37947 -0.77 0.46 -0.09 0.082
H -0.84253 -0.48958 -1.77687 -0.76 -0.50 -0.16 0.083
H -2.14206 -1.69092 -1.03645 1.23 0.25 -1.14 0.119
H -1.74149 -0.50810 0.74073 0.69 -0.11 -0.40 0.144
H 3.39652 -0.24768 0.45048 -1.06 -1.06 -1.19 -0.093
H 2.69880 -2.30067 0.31288 -0.37 1.33 -0.66 -0.115
```
Positions in Å, forces in eV/Å.

Entry 5:
The following is a quantum chemistry calculation of an isolated ion of composition C6H15NS and charge -1 in a non-equilibrium geometry, from OMol25.

Summary:
- multiplicity = 2
- net charge = -1
- Kohn-Sham gap (alpha / beta) (eV) = 1.84 / 7.73
- ΔE to the lowest compared entry with this formula, charge and spin (kcal per mole) = 65.7
- LUMO energy (alpha / beta) (eV) = 2.75 / 2.90
- HOMO level (alpha / beta) (Ha) = 0.0333 / -0.1774

```
23
Properties=species:S:1:pos:R:3:forces:R:3:mulliken_spin:R:1
C -0.28133 0.69548 -0.15527 2.02 0.82 -0.32 0.181
N 0.12562 -0.13537 0.99029 2.24 -0.85 1.48 -0.194
C 0.78774 0.49381 2.24185 -4.32 -0.79 0.03 0.384
C 1.91353 -0.28023 2.91592 0.16 1.36 -0.16 0.777
S 2.65779 0.96982 4.07603 0.20 -0.15 0.17 0.260
C -1.25412 -0.10618 -0.98090 -1.39 1.20 -1.53 -0.049
C -1.55904 -1.26763 -3.24631 -3.34 3.98 -1.33 0.006
C -1.10304 0.01945 -2.52294 2.30 -2.43 2.04 0.002
H -0.73404 1.72853 0.03377 0.84 -1.44 0.58 0.064
H 0.72783 0.88834 -0.71293 -1.96 0.09 0.18 -0.042
H 0.89874 -0.80821 0.69528 -1.68 1.16 -0.14 0.014
H 0.83074 1.56081 2.18077 1.24 0.60 -0.65 -0.114
H -0.11630 0.47050 2.95689 1.40 -0.19 -0.36 -0.005
H 1.46293 -1.11912 3.47274 0.63 0.31 -0.13 -0.030
H 2.74940 -0.59903 2.27389 -0.56 -0.10 -0.10 -0.131
H 3.22040 1.96517 3.17486 -0.39 -0.77 0.19 -0.109
H -2.32336 0.05945 -0.78082 -0.16 1.79 0.07 0.001
H -1.47008 -1.04313 -0.59574 1.61 -2.90 0.39 -0.003
H -2.53629 -1.67456 -2.93913 0.71 -0.15 0.39 0.000
H -1.73553 -1.00373 -4.30182 -0.16 0.09 0.02 -0.004
H -0.77704 -1.88330 -3.34926 2.58 -2.91 0.48 0.001
H 0.00383 0.10294 -2.70036 -0.86 0.02 -0.05 0.005
H -1.48840 0.96620 -2.72680 -1.11 1.25 -1.25 -0.013
```
Positions in Å, forces in eV/Å.